Here is C28H21GeN3O2Tl as an isolated structure from OMol25. Energies are from wB97M-V/def2-TZVPD.

Values from the calculation:
HOMO level: -0.3680 Ha
Total charge: +1
Calculated total energy: -3643.4923 hartree
ΔE to the lowest compared entry with this formula, charge and spin: 7.3 kcal/mol

Each line ends with the Mulliken charge.
Positions of all 56 atoms, in Å:
Tl: 0.29324 0.77541 -0.43718  0.782
O: 1.33252 -4.82273 3.94340  -0.707
C: 0.60155 -3.86195 4.24165  0.475
O: -0.06409 -3.59594 5.25765  -0.705
C: 0.47408 -2.80245 3.11698  -0.544
C: -0.31974 -1.67614 3.27673  -0.760
C: -0.41489 -0.74390 2.26599  1.346
N: 0.24661 -0.89764 1.09932  -0.271
C: 1.02028 -1.99503 0.92713  1.128
C: 1.14049 -2.95307 1.91017  -0.742
C: 1.70617 -2.15952 -0.38742  0.316
C: 2.69532 -3.12312 -0.56885  -0.858
C: 3.29559 -3.24451 -1.80780  -0.525
C: 2.90910 -2.39330 -2.83360  -0.925
C: 1.92999 -1.45742 -2.57101  -0.312
N: 1.32697 -1.34726 -1.38282  -0.059
C: -1.28985 0.44838 2.41682  0.292
C: -1.75974 0.82892 3.67150  -0.965
C: -2.58046 1.93494 3.77455  -0.447
C: -2.89735 2.64756 2.62783  -0.931
C: -2.37843 2.21416 1.42462  -0.008
N: -1.60474 1.12971 1.30590  -0.051
H: -0.85561 -1.60975 4.21364  0.524
H: 1.71698 -3.86166 1.80585  0.527
H: 2.99901 -3.75697 0.24894  0.389
H: 4.06589 -3.98714 -1.96731  0.451
H: 3.35698 -2.44683 -3.81586  0.464
H: 1.60814 -0.76994 -3.34278  0.823
H: -1.47514 0.27582 4.55277  0.382
H: -2.95494 2.24604 4.74060  0.457
H: -3.52791 3.52481 2.66099  0.433
H: -2.59516 2.75357 0.51366  0.431
Ge: -1.06447 1.71112 -2.75547  0.556
C: -2.82639 1.78670 -2.05726  0.430
C: -3.42619 3.05215 -2.04656  -0.579
C: -4.74189 3.19421 -1.63194  -0.585
C: -5.45419 2.08041 -1.21101  -0.473
C: -4.86541 0.82106 -1.21426  -0.826
C: -3.55919 0.67015 -1.64486  0.198
C: -0.47574 0.33693 -3.92718  0.523
C: 0.49867 0.68262 -4.87098  -0.546
C: 0.92875 -0.25234 -5.80040  -0.587
C: 0.40036 -1.53568 -5.78048  -0.498
C: -0.56333 -1.88969 -4.84371  -0.775
C: -1.00663 -0.95641 -3.92247  0.054
H: -0.40404 3.06417 -2.97131  -0.047
H: -2.87137 3.92926 -2.35998  0.334
H: -5.20793 4.17043 -1.63303  0.427
H: -6.47894 2.19153 -0.88101  0.436
H: -5.42842 -0.04077 -0.88190  0.429
H: -3.10967 -0.31511 -1.62626  0.311
H: 0.91982 1.68148 -4.88917  0.357
H: 1.67191 0.01947 -6.53804  0.417
H: 0.73584 -2.26538 -6.50609  0.433
H: -0.97216 -2.89116 -4.83898  0.441
H: -1.76082 -1.24592 -3.20160  0.162

Here is C28H22AlBBrClN6O as an isolated structure from OMol25. Energies are from wB97M-V/def2-TZVPD.

Values from the calculation:
HOMO level: -0.2995 Ha
Total charge: 0
Calculated total energy: -4785.6482 hartree
ΔE to the lowest compared entry with this formula, charge and spin: 8.4 kcal/mol

Each line ends with the Mulliken charge.
Positions of all 61 atoms, in Å:
Al: 9.09323 -10.60578 -11.85054  -0.028
Cl: 15.43675 -14.13167 -10.75664  -0.232
C: 14.10118 -13.15155 -11.20140  0.065
C: 14.28956 -11.82544 -11.44749  -0.645
C: 13.22359 -11.02640 -11.80742  -0.665
C: 11.90146 -11.45111 -11.80601  0.273
O: 10.91310 -10.66111 -12.10200  -0.066
C: 11.71079 -12.84447 -11.54553  0.171
C: 10.44392 -13.35333 -11.87383  0.002
N: 9.33740 -12.67160 -11.87265  0.592
C: 8.32500 -13.20313 -12.71197  -0.860
C: 7.72403 -14.40015 -12.51279  -0.393
C: 6.75470 -14.81210 -13.42499  -0.919
C: 6.50834 -14.14602 -14.58354  -0.875
C: 7.16241 -12.90927 -14.83542  0.919
C: 7.07090 -12.19459 -16.07135  -1.016
C: 7.72967 -11.01720 -16.15074  -0.888
C: 8.53498 -10.53126 -15.07989  -0.080
N: 8.68278 -11.21541 -13.97349  0.314
C: 8.00918 -12.39762 -13.84838  0.815
C: 12.81188 -13.68659 -11.29115  -0.882
H: 15.29466 -11.47578 -11.32479  0.447
H: 13.43144 -9.95197 -12.06456  0.348
H: 10.43275 -14.34146 -12.17107  0.580
H: 7.98905 -14.95122 -11.60371  0.440
H: 6.29889 -15.78226 -13.28177  0.420
H: 5.82650 -14.63050 -15.24368  0.468
H: 6.55635 -12.64324 -16.86783  0.582
H: 7.67362 -10.40603 -17.05338  0.415
H: 9.02211 -9.58456 -15.09546  0.322
H: 12.69771 -14.73055 -11.11170  0.505
B: 7.86810 -8.12436 -10.07494  0.338
N: 8.69489 -7.81711 -11.29987  -0.446
C: 8.93842 -6.54400 -11.68727  -0.193
C: 9.61938 -6.59776 -12.87993  -1.296
C: 9.76306 -7.96712 -13.16051  -0.203
N: 9.16590 -8.68010 -12.21221  0.749
N: 8.49234 -9.37185 -9.26589  -0.073
C: 8.33418 -9.68094 -7.96582  -0.287
C: 8.90045 -10.89346 -7.72127  -1.206
C: 9.45440 -11.28467 -8.93284  -0.177
N: 9.18752 -10.33915 -9.84982  0.552
H: 7.85890 -7.15072 -9.39721  -0.169
H: 6.73425 -8.39425 -10.33874  -0.140
H: 8.50791 -5.81874 -11.07748  0.479
H: 9.93590 -5.79218 -13.54360  0.403
H: 10.37837 -8.45560 -13.91684  0.555
H: 7.82561 -8.99563 -7.30307  0.439
H: 9.03805 -11.36310 -6.75853  0.444
H: 10.06331 -12.13989 -9.12702  0.504
Br: 2.24029 -11.05109 -11.30149  -0.238
C: 4.16376 -10.83688 -11.46083  -0.253
C: 4.99683 -11.50052 -10.56668  -0.814
C: 6.38670 -11.44692 -10.69371  -0.399
C: 7.03102 -10.72955 -11.69466  0.605
C: 6.14532 -10.14890 -12.60058  -0.255
C: 4.76313 -10.17318 -12.49410  -0.459
H: 4.58276 -12.15841 -9.84715  0.469
H: 6.95495 -11.98062 -9.95497  0.381
H: 6.57069 -9.50104 -13.39722  0.136
H: 4.16349 -9.65777 -13.24438  0.428

Here is C28H22AlClN8OS as an isolated structure from OMol25. Energies are from wB97M-V/def2-TZVPD.

Values from the calculation:
HOMO level: -0.4815 Ha
Total charge: +2
Calculated total energy: -2694.0736 hartree
ΔE to the lowest compared entry with this formula, charge and spin: 2.8 kcal/mol

Each line ends with the Mulliken charge.
Positions of all 62 atoms, in Å:
Al: -0.59348 1.35867 -0.48678  -0.338
Cl: 3.19068 5.73116 -4.84192  -0.177
C: 2.08973 4.76021 -3.93416  0.007
C: 0.71416 4.86768 -4.16752  -0.553
C: -0.19020 4.11842 -3.44617  -0.641
C: 0.25478 3.22473 -2.47668  0.159
O: -0.62451 2.50974 -1.78567  -0.360
C: 1.63989 3.11025 -2.24494  0.596
C: 2.14715 2.26072 -1.21700  0.304
N: 1.41761 1.48643 -0.47873  0.253
C: 1.98374 0.75990 0.60044  -0.606
C: 3.22537 0.20323 0.68278  -0.481
C: 3.62375 -0.45803 1.87060  -1.012
C: 2.79901 -0.51572 2.95709  -0.931
C: 1.50011 0.04758 2.88804  0.826
C: 0.57901 0.06643 3.95903  -0.612
C: -0.65671 0.63108 3.78599  -0.873
C: -1.00762 1.13963 2.53018  0.016
N: -0.17596 1.14428 1.50194  0.280
C: 1.08993 0.63851 1.68742  1.035
C: 2.54954 3.89376 -2.98255  -1.030
H: 0.36426 5.55628 -4.92677  0.433
H: -1.25331 4.20956 -3.62524  0.491
H: 3.21923 2.30191 -1.02268  0.488
H: 3.91177 0.26232 -0.15495  0.575
H: 4.60699 -0.90800 1.91591  0.486
H: 3.12612 -0.98457 3.87849  0.464
H: 0.86110 -0.36523 4.91308  0.492
H: -1.37267 0.67273 4.59520  0.430
H: -1.99649 1.54195 2.35151  0.432
H: 3.61436 3.80865 -2.79503  0.459
N: -5.78450 3.21120 0.85773  -0.325
C: -5.88711 2.26216 -0.07515  0.616
N: -7.08141 1.93153 -0.54714  -0.354
N: -4.84041 1.60934 -0.55723  -0.564
C: -3.60674 1.57279 -0.31493  0.905
N: -2.45954 1.43366 -0.14288  -0.448
H: -6.58845 3.72758 1.17435  0.217
H: -4.88116 3.53422 1.15436  0.189
H: -7.92328 2.40021 -0.26079  0.204
H: -7.14305 1.21449 -1.25017  0.241
S: 0.97741 -4.78558 -1.58649  -0.169
C: 0.31373 -3.18227 -1.34494  0.955
C: 0.54236 -2.22758 -2.33770  -0.886
C: 0.15116 -0.92874 -2.13081  -0.323
N: -0.49247 -0.53029 -1.01885  0.335
C: -0.82463 -1.47770 -0.11393  -0.530
C: -0.43891 -2.79034 -0.23445  -0.757
C: 1.29129 -5.28772 0.09053  0.293
C: 2.60533 -5.25588 0.53524  -0.238
C: 2.85611 -5.62190 1.85197  -0.473
N: 1.89789 -5.98137 2.70847  -0.537
C: 0.64798 -6.04899 2.24672  -0.431
C: 0.29314 -5.73041 0.94236  -0.145
H: 1.06018 -2.49372 -3.25134  0.464
H: 0.37761 -0.15608 -2.85660  0.506
H: -1.42466 -1.15629 0.72804  0.485
H: -0.71915 -3.49743 0.53289  0.391
H: 3.41075 -4.95750 -0.12380  0.445
H: 3.87111 -5.62108 2.23631  0.396
H: -0.10892 -6.37873 2.95046  0.387
H: -0.72899 -5.86186 0.60685  0.538

Here is C28H22AsN3O6PSSe2V as an isolated structure from OMol25. Energies are from wB97M-V/def2-TZVPD.

Values from the calculation:
HOMO level (spin up / spin down): -0.1565 / -0.1841 Ha
Total charge: -1
Calculated total energy: -10418.2625 hartree
2S+1: 4
ΔE to the lowest compared entry with this formula, charge and spin: 17.4 kcal/mol

Each line ends with the Mulliken charge.
Positions of all 65 atoms, in Å:
V: -0.60335 -0.14539 -0.46305  0.828
Se: -0.51879 0.41017 2.21995  -0.487
P: -1.48799 -1.56706 2.35042  0.725
Se: -0.66947 -3.00276 0.89905  -0.534
C: -1.31250 -2.25096 3.98579  0.249
C: -0.58922 -1.59469 5.02359  -0.415
C: -0.53600 -2.11136 6.33590  -0.541
C: -1.15888 -3.29907 6.61677  -0.269
C: -1.83918 -3.95157 5.63839  -0.613
C: -1.95824 -3.43269 4.34468  -0.406
C: -3.28431 -1.40541 2.17169  0.554
C: -3.96040 -1.95538 1.09654  -0.268
C: -5.32647 -1.75316 0.95423  -0.614
C: -6.00370 -0.95871 1.90690  -0.438
C: -5.28510 -0.39572 2.99718  -0.552
C: -3.95317 -0.66248 3.16432  -0.667
H: -0.07305 -0.73337 4.76031  0.428
H: 0.12245 -1.54991 7.08085  0.266
H: -1.25592 -3.73183 7.63678  0.285
H: -2.25169 -4.90777 5.78332  0.406
H: -2.58027 -3.94553 3.65090  0.388
H: -3.55225 -2.58841 0.36658  0.368
H: -5.88939 -2.23304 0.19375  0.462
H: -7.10399 -0.86251 1.76158  0.305
H: -5.72358 0.25091 3.75582  0.352
H: -3.37953 -0.26686 3.98400  0.399
O: -3.75197 0.80310 -3.20771  -0.628
As: -2.36716 0.89363 -2.20989  0.760
O: -1.09142 -0.07785 -2.79648  -0.741
O: -2.79660 0.23096 -0.64624  -0.588
C: -1.81289 2.67038 -1.94950  0.356
C: -2.60500 3.72103 -2.41470  -0.281
C: -2.21406 5.03079 -2.08500  -0.615
C: -0.96989 5.26221 -1.48861  -0.522
C: -0.26436 4.14239 -0.97837  -0.666
C: -0.67979 2.83978 -1.14720  0.127
S: 3.05585 2.16633 1.27777  0.846
O: 3.15452 2.50681 2.64035  -0.422
O: 4.21931 2.23613 0.40280  -0.451
O: -0.08223 1.83240 -0.60085  -0.018
H: -4.05515 -0.12470 -3.02315  0.341
H: -3.52618 3.36314 -2.94969  0.348
H: -2.75344 5.91783 -2.47968  0.267
H: -0.60246 6.24145 -1.22486  0.372
H: 0.61145 4.31957 -0.35936  0.271
N: 7.86291 0.37515 -6.97845  -0.538
C: 7.11008 0.18728 -6.12723  0.113
C: 6.13448 -0.03680 -5.14458  0.531
C: 6.42905 -0.79780 -4.03002  -0.943
C: 5.48192 -0.92128 -3.02200  -0.364
C: 4.26862 -0.26543 -3.11715  1.170
C: 4.03654 0.54672 -4.21841  -0.289
C: 4.92171 0.64790 -5.22460  -0.955
N: 3.37515 -0.34741 -2.03150  0.409
C: 3.67079 -0.86575 -0.81186  0.182
C: 2.51882 -0.85035 -0.15360  -1.806
N: 1.50809 -0.37212 -0.93432  0.679
C: 2.10365 0.02003 -2.01860  -0.648
H: 7.44377 -1.25060 -3.96123  0.356
H: 5.67618 -1.60143 -2.23272  0.365
H: 3.06077 1.04918 -4.33315  0.335
H: 4.62972 1.23616 -6.11275  0.364
H: 4.69265 -1.17089 -0.56137  0.314
H: 2.32911 -1.28190 0.84429  0.441
H: 1.45144 0.36855 -2.80663  0.316

Among the records above, which one has the lowest total charge?
C28H22AsN3O6PSSe2V